Entry 1:
Below is 13 unconnected molecules or ions with the total composition C14H54N16O13 at a distorted geometry, with properties calculated with ωB97M-V with the def2-TZVPD basis set.

Calculated values
- Kohn-Sham gap (hartree) = 0.2787
- HOMO level (eV) = -8.102
- ΔE to the lowest compared entry with this formula, charge and spin (kcal per mole) = 268.07
- multiplicity = 1
- lowest unoccupied orbital energy (eV) = -0.52
- DFT total energy (eV) = -65850.268

Element x y z (Å)
C -2.37 -2.08 3.56
C -1.21 -2.01 2.55
O -1.61 -2.92 1.55
H -2.13 -1.39 4.36
H -2.41 -2.95 4.13
H -3.38 -1.90 3.21
H -0.33 -2.49 2.91
H -1.06 -1.04 2.23
H -1.18 -3.80 1.83
C 1.24 4.03 -0.50
O 2.32 4.89 -0.27
N 0.10 4.13 0.21
N 1.20 3.15 -1.44
H 0.07 4.88 0.89
H -0.74 3.57 0.10
H 2.11 3.06 -1.96
H 0.34 2.74 -1.83
C 0.00 -2.31 -3.79
O 0.41 -2.86 -2.55
N -1.21 -2.19 -4.11
N 0.80 -1.63 -4.51
H -1.91 -2.64 -3.45
H -1.57 -1.72 -5.02
H 1.73 -1.45 -4.11
H 0.56 -1.09 -5.38
C -2.97 -3.45 -1.59
O -4.01 -3.10 -0.74
N -1.80 -3.46 -1.17
N -3.05 -3.81 -2.86
H -1.69 -3.19 -0.15
H -0.96 -3.37 -1.67
H -4.00 -3.92 -3.23
H -2.33 -4.38 -3.35
C 0.28 1.99 3.12
O -0.98 1.83 2.50
N 1.23 2.64 2.53
N 0.59 1.45 4.27
H 1.00 2.98 1.59
H 2.08 2.94 2.99
H -0.05 0.82 4.82
H 1.53 1.36 4.66
C 2.84 -1.30 3.82
O 3.12 -0.62 2.58
N 1.77 -1.14 4.49
N 3.70 -2.07 4.38
H 1.18 -0.56 3.94
H 1.71 -1.17 5.50
H 3.55 -2.79 5.02
H 4.50 -2.28 3.72
C -0.89 1.49 -3.40
O -0.37 1.79 -4.67
N -1.24 2.39 -2.51
N -1.04 0.24 -2.96
H -1.10 3.34 -2.88
H -1.93 2.28 -1.77
H -0.97 -0.61 -3.54
H -1.56 0.02 -2.12
C 3.99 1.66 -0.19
O 3.92 2.08 -1.55
N 4.77 2.25 0.71
N 3.23 0.76 0.25
H 5.45 2.92 0.39
H 4.64 2.20 1.73
H 2.44 0.46 -0.34
H 3.09 0.59 1.23
C -3.60 0.07 0.29
O -2.85 0.06 -0.84
N -3.27 0.72 1.39
N -4.78 -0.49 0.37
H -2.34 1.14 1.59
H -3.91 0.77 2.14
H -4.81 -1.36 -0.16
H -5.39 -0.49 1.18
C 0.26 0.09 0.24
O 0.98 -0.09 -0.95
H 0.82 -0.09 1.12
H -0.54 -0.68 0.22
H -0.15 1.08 0.29
H 0.35 -0.15 -1.66
C -3.22 3.93 0.43
O -2.54 2.93 -0.19
H -4.33 3.83 0.36
H -2.85 4.87 0.14
H -2.85 3.95 1.46
H -2.79 2.12 0.25
C 1.98 -3.01 0.83
O 1.01 -3.63 0.01
H 1.91 -1.93 0.67
H 2.94 -3.32 0.49
H 1.93 -3.20 1.85
H 0.92 -3.10 -0.78
C 2.75 0.73 -3.92
O 3.10 -0.62 -3.86
H 2.17 0.96 -4.77
H 3.67 1.35 -4.20
H 2.23 1.12 -3.06
H 3.76 -0.79 -3.11

Atom charges from the Löwdin analysis, given in e for atoms 1 to 2: -0.06 -0.27


Entry 2:
Below is 15 unconnected molecules or ions with the total composition C14H56F2NO18S2 at a distorted geometry, with properties calculated with ωB97M-V with the def2-TZVPD basis set.

Calculated values
- Kohn-Sham gap (hartree) = 0.3483
- HOMO level (eV) = -7.388
- ΔE to the lowest compared entry with this formula, charge and spin (kcal per mole) = 47.52
- net charge = -1
- multiplicity = 1
- lowest unoccupied orbital energy (eV) = 2.09
- DFT total energy (eV) = -80871.223

Element x y z (Å)
N 0.67 -0.32 -0.82
S 0.14 -0.41 0.59
O -0.12 -1.75 1.12
O -0.61 0.69 1.16
F 1.55 -0.07 1.33
S -0.89 -0.23 -1.50
O -1.51 1.09 -1.44
O -1.75 -1.40 -1.30
F -0.46 -0.28 -3.10
C 1.54 3.15 -1.30
O 1.35 2.02 -2.09
H 2.61 3.32 -1.14
H 1.04 3.93 -1.87
H 1.03 3.06 -0.34
H 1.21 1.27 -1.51
C 1.76 1.12 -5.40
O 1.05 2.25 -4.92
H 2.80 1.13 -5.07
H 1.21 0.27 -4.97
H 1.68 0.94 -6.47
H 0.85 2.03 -4.01
C 4.07 -0.03 -1.76
O 3.27 0.13 -0.58
H 3.81 -1.05 -2.04
H 3.85 0.62 -2.61
H 5.12 0.09 -1.49
H 2.36 -0.02 -0.85
C -0.91 -5.18 0.97
O -0.31 -6.46 1.18
H -0.12 -4.44 0.85
H -1.53 -5.17 0.08
H -1.57 -4.85 1.77
H 0.46 -6.44 0.60
C 0.73 -3.46 -2.03
O 1.76 -2.46 -1.90
H 1.17 -4.43 -2.27
H 0.30 -3.66 -1.05
H 0.00 -3.13 -2.77
H 1.38 -1.67 -1.50
C -2.51 0.87 4.36
O -2.69 -0.48 4.33
H -3.41 1.38 4.71
H -1.64 1.20 4.93
H -2.37 1.20 3.33
H -1.85 -0.83 4.64
C 0.88 2.93 3.26
O 1.59 3.71 4.20
H 1.12 3.31 2.27
H 1.16 1.88 3.30
H -0.20 3.11 3.33
H 1.61 4.60 3.85
C -1.96 4.39 -1.98
O -1.52 3.72 -0.80
H -2.06 5.45 -1.76
H -1.16 4.26 -2.70
H -2.93 4.10 -2.40
H -1.50 2.78 -1.00
C 4.49 1.28 2.31
O 4.40 -0.13 2.18
H 4.93 1.62 3.25
H 5.07 1.70 1.49
H 3.50 1.73 2.33
H 3.81 -0.29 1.44
C -4.36 1.70 0.91
O -5.60 2.00 0.34
H -4.48 1.12 1.82
H -3.84 1.11 0.16
H -3.88 2.66 1.12
H -6.06 2.67 0.86
C 3.12 -3.30 1.13
O 3.66 -2.98 -0.15
H 2.44 -2.53 1.49
H 2.60 -4.26 1.08
H 3.92 -3.37 1.87
H 2.90 -2.74 -0.68
C -4.03 -2.48 1.11
O -4.90 -3.56 1.05
H -3.16 -2.63 0.46
H -4.60 -1.61 0.80
H -3.54 -2.41 2.09
H -5.77 -3.22 0.82
C 0.30 -2.10 4.14
O -0.38 -1.95 5.36
H 0.41 -3.17 3.95
H -0.30 -1.64 3.35
H 1.24 -1.56 4.17
H 0.08 -2.40 6.07
C -2.21 1.95 -5.68
O -1.55 3.14 -5.38
H -2.03 1.17 -4.95
H -3.30 2.05 -5.70
H -1.80 1.60 -6.63
H -0.60 3.01 -5.39

Atom charges from the Löwdin analysis, given in e for atoms 1 to 2: -0.31 0.47


Entry 3:
Below is 14 unconnected molecules or ions with the total composition C14H56N28O14 at a distorted geometry, with properties calculated with ωB97M-V with the def2-TZVPD basis set.

Calculated values
- Kohn-Sham gap (hartree) = 0.3611
- HOMO level (eV) = -9.444
- ΔE to the lowest compared entry with this formula, charge and spin (kcal per mole) = 0.00
- multiplicity = 1
- lowest unoccupied orbital energy (eV) = 0.38
- DFT total energy (eV) = -85832.509

Element x y z (Å)
C -4.26 -3.40 1.58
O -3.92 -4.25 2.43
N -3.38 -3.00 0.59
N -5.37 -2.69 1.57
H -2.48 -3.40 0.66
H -3.71 -2.28 -0.03
H -6.02 -2.94 2.30
H -5.25 -1.72 1.23
C -1.17 -5.68 0.33
O -0.82 -5.89 -0.82
N -0.54 -4.79 1.17
N -2.25 -6.33 0.82
H 0.21 -4.20 0.99
H -0.77 -4.85 2.16
H -2.68 -6.88 0.07
H -2.75 -6.06 1.67
C -2.79 3.46 -1.25
O -2.05 4.46 -1.32
N -4.23 3.66 -1.29
N -2.28 2.22 -1.15
H -4.40 4.51 -1.85
H -4.92 2.95 -1.35
H -1.29 2.07 -1.03
H -2.83 1.42 -1.05
C 1.38 3.24 -3.88
O 0.59 3.27 -4.84
N 1.05 3.94 -2.69
N 2.63 2.61 -4.09
H 0.05 4.02 -2.50
H 1.54 3.64 -1.85
H 2.81 2.56 -5.08
H 3.32 2.52 -3.41
C 3.92 -0.12 -2.63
O 4.51 0.94 -2.44
N 3.77 -0.67 -3.92
N 3.41 -0.89 -1.63
H 3.01 -1.34 -4.07
H 4.15 -0.24 -4.74
H 2.83 -1.67 -1.93
H 3.07 -0.46 -0.78
C 0.55 -3.02 -2.66
O 1.22 -2.03 -3.04
N 1.16 -4.04 -2.10
N -0.79 -3.17 -2.79
H 2.13 -4.00 -1.88
H 0.70 -4.95 -1.91
H -1.31 -2.45 -3.21
H -1.25 -3.89 -2.31
C 3.21 -3.24 1.07
O 2.15 -2.94 0.55
N 3.17 -3.66 2.38
N 4.36 -3.12 0.43
H 3.98 -4.06 2.82
H 2.31 -4.08 2.71
H 5.07 -3.81 0.49
H 4.29 -2.56 -0.42
C -3.20 0.37 1.78
O -3.94 0.04 0.77
N -1.88 0.49 1.69
N -3.64 0.77 3.00
H -1.17 0.40 2.44
H -1.49 0.07 0.85
H -4.64 0.63 3.07
H -3.05 1.04 3.78
C 3.67 2.34 1.31
O 2.97 1.89 2.24
N 3.75 3.61 0.90
N 4.29 1.44 0.47
H 3.25 4.38 1.33
H 4.29 3.81 0.07
H 4.48 1.68 -0.47
H 4.22 0.49 0.82
C -0.77 -2.47 4.06
O -0.01 -3.41 3.75
N -2.11 -2.64 4.20
N -0.32 -1.21 4.28
H -2.52 -3.49 3.77
H -2.63 -1.81 4.05
H -0.81 -0.41 4.62
H 0.67 -1.23 4.34
C -0.44 2.74 4.14
O -0.96 1.65 4.39
N 0.88 3.03 4.36
N -1.17 3.76 3.56
H 1.23 3.92 3.93
H 1.43 2.19 4.20
H -0.71 4.69 3.40
H -2.20 3.77 3.53
C 0.55 0.38 -0.48
O 0.75 1.44 -1.15
N 1.43 0.00 0.57
N -0.40 -0.59 -0.83
H 1.24 -0.91 1.02
H 2.02 0.72 1.00
H -0.85 -0.34 -1.69
H -0.20 -1.57 -0.70
C 0.61 5.07 0.98
O 1.38 5.28 1.91
N -0.21 6.04 0.48
N 0.52 3.92 0.28
H 0.09 6.98 0.44
H -0.62 5.68 -0.41
H 1.04 3.12 0.59
H -0.38 3.79 -0.19
C -1.20 0.32 -4.41
O -1.72 -0.52 -3.71
N -1.83 1.40 -4.90
N 0.14 0.23 -4.70
H -2.76 1.57 -4.53
H -1.36 2.15 -5.37
H 0.62 1.10 -4.76
H 0.64 -0.47 -4.16

Atom charges from the Löwdin analysis, given in e for atoms 1 to 2: -0.67 -0.04


Entry 4:
Below is 14 unconnected molecules or ions with the total composition C14H56O14 at a distorted geometry, with properties calculated with ωB97M-V with the def2-TZVPD basis set.

Calculated values
- Kohn-Sham gap (hartree) = 0.3264
- HOMO level (eV) = -9.203
- ΔE to the lowest compared entry with this formula, charge and spin (kcal per mole) = 26.43
- multiplicity = 1
- lowest unoccupied orbital energy (eV) = -0.32
- DFT total energy (eV) = -44085.442

Element x y z (Å)
C -22.36 6.81 -6.05
O -21.54 6.93 -4.88
H -23.07 6.01 -5.86
H -22.86 7.76 -6.20
H -21.77 6.58 -6.94
H -21.12 6.08 -4.72
C -27.58 5.69 -0.76
O -26.47 6.29 -1.43
H -27.42 4.61 -0.83
H -27.60 5.92 0.31
H -28.51 6.04 -1.20
H -25.65 5.93 -1.05
C -28.18 4.56 -6.48
O -29.59 4.33 -6.37
H -27.82 4.46 -7.50
H -27.94 5.55 -6.07
H -27.69 3.83 -5.84
H -30.06 5.00 -6.88
C -25.69 7.77 -6.94
O -26.69 7.97 -5.97
H -24.86 8.47 -6.72
H -25.18 6.79 -6.92
H -26.05 7.99 -7.94
H -26.26 8.05 -5.10
C -24.05 4.08 -8.54
O -24.79 5.07 -9.24
H -23.51 3.40 -9.19
H -23.25 4.61 -8.02
H -24.60 3.56 -7.75
H -25.62 4.69 -9.53
C -24.61 8.82 -3.36
O -25.81 8.06 -3.37
H -23.72 8.18 -3.43
H -24.65 9.60 -4.10
H -24.42 9.24 -2.36
H -25.93 7.57 -2.53
C -22.38 1.60 -6.53
O -22.27 1.56 -7.94
H -21.61 1.06 -5.97
H -22.38 2.63 -6.18
H -23.32 1.11 -6.25
H -21.45 1.99 -8.20
C -22.04 1.79 -3.00
O -22.31 3.09 -3.48
H -21.26 1.32 -3.62
H -21.63 1.69 -1.99
H -22.91 1.15 -3.14
H -21.47 3.56 -3.44
C -29.10 3.13 -3.14
O -30.32 3.62 -3.70
H -28.34 3.90 -3.28
H -29.22 2.89 -2.08
H -28.81 2.19 -3.63
H -30.14 3.78 -4.65
C -26.61 1.24 -6.94
O -26.52 1.38 -5.52
H -26.83 2.19 -7.43
H -25.59 1.00 -7.28
H -27.32 0.48 -7.22
H -25.95 2.14 -5.32
C -25.35 4.84 -4.18
O -24.80 3.68 -4.79
H -24.52 5.57 -4.16
H -26.13 5.38 -4.73
H -25.62 4.64 -3.14
H -23.94 3.52 -4.36
C -25.67 1.99 -1.90
O -26.30 2.10 -0.62
H -25.45 0.92 -2.03
H -26.33 2.32 -2.70
H -24.70 2.48 -1.95
H -27.07 1.53 -0.66
C -23.13 5.79 -1.13
O -24.17 5.09 -0.44
H -23.43 6.83 -1.26
H -22.19 5.75 -0.59
H -23.08 5.45 -2.17
H -23.84 4.21 -0.22
C -29.30 6.98 -3.80
O -30.12 6.25 -2.90
H -28.99 7.89 -3.30
H -28.45 6.32 -4.02
H -29.82 7.21 -4.74
H -30.25 5.33 -3.20

Atom charges from the Löwdin analysis, given in e for atoms 1 to 2: -0.14 -0.13


Entry 5:
Below is a molecular structure, C14H60BCrIO14 at a distorted geometry, with properties calculated with ωB97M-V with the def2-TZVPD basis set.

Calculated values
- ⟨S²⟩ = 3.865
- Kohn-Sham gap (spin up / spin down) (hartree) = 0.2195 / 0.2871
- HOMO level (spin up / spin down) (eV) = -11.119 / -11.119
- net charge = +1
- multiplicity = 4
- lowest unoccupied orbital energy (spin up / spin down) (eV) = -5.14 / -3.31
- DFT total energy (eV) = -81340.603

Element x y z (Å)
Cr 0.28 -0.88 -1.94
B -1.79 -1.02 -2.16
H -1.48 0.00 -1.98
H -1.42 -1.64 -1.36
H -2.86 -1.15 -2.25
H -1.29 -1.39 -3.04
I 0.21 -0.03 0.63
C 0.95 4.05 1.50
O 1.98 4.48 0.66
H 0.33 3.34 0.94
H 1.30 3.59 2.42
H 0.23 4.85 1.70
H 2.45 5.21 1.08
C -5.24 0.09 -1.55
O -4.38 0.68 -2.50
H -5.65 -0.87 -1.89
H -4.73 0.02 -0.59
H -6.08 0.77 -1.39
H -3.57 0.16 -2.42
C -3.73 -3.97 -1.00
O -3.08 -5.19 -0.74
H -3.74 -3.85 -2.08
H -4.69 -3.99 -0.48
H -3.25 -3.12 -0.53
H -3.16 -5.36 0.20
C 4.07 -3.16 2.24
O 4.98 -3.53 1.23
H 4.50 -3.02 3.23
H 3.56 -2.24 1.96
H 3.30 -3.93 2.31
H 5.31 -4.39 1.50
C 2.27 3.93 -2.61
O 1.67 3.11 -1.65
H 2.12 3.52 -3.61
H 1.93 4.96 -2.52
H 3.32 3.95 -2.32
H 1.79 3.54 -0.80
C -0.29 1.63 -3.77
O 0.54 1.07 -2.80
H -1.08 2.26 -3.39
H 0.27 2.29 -4.43
H -0.80 0.94 -4.45
H 1.05 1.84 -2.54
C 1.61 0.55 4.65
O 0.54 1.34 4.12
H 2.53 0.95 4.23
H 1.68 0.58 5.73
H 1.47 -0.49 4.34
H 0.46 1.22 3.17
C 0.08 -2.24 -4.84
O 0.89 -1.45 -3.99
H 0.61 -2.40 -5.78
H -0.06 -3.19 -4.33
H -0.89 -1.81 -5.09
H 1.73 -1.53 -4.46
C 4.50 2.13 1.35
O 5.78 1.78 1.71
H 4.27 3.11 1.77
H 4.37 2.20 0.27
H 3.80 1.40 1.77
H 5.80 1.40 2.59
C 0.38 -3.70 -0.55
O 0.60 -2.93 -1.68
H -0.52 -3.28 -0.08
H 0.14 -4.73 -0.81
H 1.13 -3.61 0.24
H 0.96 -3.52 -2.34
C -2.72 2.90 0.07
O -3.05 3.80 1.17
H -1.93 3.37 -0.52
H -2.43 1.88 0.34
H -3.51 2.86 -0.68
H -3.91 3.61 1.55
C -2.86 -1.99 2.64
O -2.79 -2.88 3.71
H -3.47 -1.18 3.04
H -1.86 -1.64 2.41
H -3.42 -2.33 1.76
H -2.53 -2.44 4.52
C 3.25 -1.74 -1.33
O 2.37 -0.80 -1.94
H 3.41 -2.73 -1.76
H 4.22 -1.28 -1.16
H 2.91 -2.06 -0.34
H 2.96 -0.22 -2.42
C -2.45 2.25 4.53
O -1.53 2.38 5.58
H -2.51 3.26 4.13
H -2.07 1.55 3.78
H -3.36 1.85 4.97
H -0.69 2.25 5.13

Atom charges from the Löwdin analysis, given in e for atoms 1 to 2: 0.56 -0.45